The following is a DFT calculation (ωB97M-V/def2-TZVPD) of C36H53AsBr2DyGeN4OS2Se2Si3 as an isolated structure at a distorted geometry.

Results
**Orbital gap (alpha / beta)**: 5.86 / 5.87 eV
**E_HOMO (alpha / beta)**: -0.369 / -0.370 hartree
**<S²>**: 9.333
**Energy above the lowest of the compared OMol25 structures with the same formula, charge and spin**: 0.0 kcal per mole

Structure (ORCA input):
```
! RIJCOSX wB97M-V def2-TZVPD def2/J DEFGRID3
* xyz 1 6
Dy 0.06 0.19 -1.15
S 1.96 -1.34 0.10
C 2.52 -0.96 -1.51
N 1.75 -0.50 -2.49
C 2.41 -0.26 -3.68
C 1.80 0.12 -4.89
C 2.58 0.30 -6.01
C 3.96 0.05 -5.95
C 4.57 -0.31 -4.77
C 3.74 -0.55 -3.63
S 4.24 -1.08 -1.94
H 0.75 0.34 -4.95
H 2.16 0.63 -6.99
H 4.57 0.21 -6.84
H 5.62 -0.38 -4.67
Br -3.12 1.10 -5.27
C -3.39 -0.02 -3.75
C -4.49 -0.88 -3.75
C -4.73 -1.63 -2.64
Br -6.03 -2.91 -2.63
C -3.91 -1.52 -1.46
C -4.19 -2.22 -0.27
C -3.34 -2.03 0.84
C -2.13 -1.36 0.65
N -1.84 -0.74 -0.51
C -2.69 -0.82 -1.58
C -2.39 -0.11 -2.75
O -1.19 0.40 -2.94
H -5.21 -0.95 -4.57
H -5.06 -2.87 -0.15
H -3.60 -2.42 1.86
H -1.37 -1.26 1.46
C -2.75 3.50 1.25
Si -2.39 2.66 2.90
C -3.66 1.44 3.48
C -2.35 4.05 4.15
As -0.19 1.67 2.46
Si 0.18 0.33 4.50
C -0.57 -1.37 4.26
C 2.02 0.15 4.87
C -0.73 1.26 5.84
Si 1.24 3.55 2.88
C 3.01 2.97 2.79
C 1.15 4.43 4.59
C 0.91 4.84 1.57
H -2.45 4.52 1.33
H -3.80 3.49 0.91
H -2.19 3.02 0.43
H -4.70 1.65 3.17
H -3.74 1.38 4.58
H -3.45 0.44 3.11
H -3.41 4.33 4.24
H -1.83 4.97 3.82
H -2.01 3.75 5.15
H -0.03 -2.01 3.52
H -1.59 -1.25 3.96
H -0.48 -1.91 5.23
H 2.49 -0.07 3.88
H 2.20 -0.65 5.59
H 2.41 1.08 5.29
H -0.65 2.32 5.74
H -0.31 0.93 6.78
H -1.82 1.05 5.83
H 3.47 2.88 3.76
H 3.63 3.61 2.16
H 3.05 1.95 2.36
H 0.77 3.80 5.42
H 0.51 5.32 4.58
H 2.13 4.74 4.95
H 1.04 4.42 0.57
H 1.67 5.64 1.64
H -0.05 5.34 1.67
Se 0.00 3.13 -2.94
N 0.98 2.25 -1.44
C 2.21 2.90 -1.37
C 3.32 2.64 -0.54
C 4.50 3.36 -0.63
C 4.59 4.47 -1.52
C 3.59 4.79 -2.42
C 2.38 4.00 -2.34
N 1.34 4.18 -3.15
H 3.22 1.83 0.16
H 5.30 3.16 0.10
H 5.43 5.19 -1.44
H 3.61 5.67 -3.08
C -2.54 -6.34 -1.53
Ge -0.68 -6.10 -1.04
C 0.42 -7.62 -1.83
C -0.53 -6.13 0.91
C 0.21 -4.51 -1.83
Se -0.88 -3.19 -2.72
C -0.22 -3.48 -4.53
H -3.15 -6.67 -0.70
H -2.58 -7.12 -2.34
H -2.93 -5.43 -1.98
H -0.17 -8.51 -1.89
H 1.32 -7.83 -1.28
H 0.63 -7.26 -2.83
H -0.04 -7.09 1.19
H -1.53 -6.06 1.39
H 0.10 -5.38 1.37
H 0.99 -4.78 -2.51
H 0.70 -3.98 -1.01
H 0.00 -4.53 -4.76
H 0.62 -2.81 -4.67
H -0.99 -3.16 -5.21
*
```

Here are the Mulliken charges for atoms 1 to 99, given in e: Dy 0.263; S -0.426; C 0.367; N 0.432; C -0.674; C -0.262; C -0.689; C -0.573; C -0.682; C 0.771; S -0.186; H 0.581; H 0.409; H 0.397; H 0.474; Br -0.173; C -0.435; C -0.463; C -0.073; Br -0.172; C 1.039; C -0.867; C -0.996; C -0.437; N 0.978; C -0.062; C 0.292; O -0.073; H 0.445; H 0.361; H 0.474; H 0.364; C -1.019; Si 0.461; C -1.016; C -1.146; As 0.029; Si 0.284; C -0.853; C -0.959; C -0.644; Si 0.235; C -0.942; C -1.206; C -0.787; H 0.375; H 0.430; H 0.061; H 0.432; H 0.348; H 0.205; H 0.387; H 0.242; H 0.340; H 0.216; H 0.131; H 0.437; H 0.220; H 0.434; H 0.237; H -0.214; H 0.461; H 0.223; H 0.455; H 0.321; H 0.122; H 0.268; H 0.394; H 0.503; H -0.093; H 0.381; H 0.357; Se 0.394; N -0.138; C 0.501; C -0.339; C -0.979; C -0.538; C -0.712; C 0.703; N -0.767; H 0.865; H 0.493; H 0.360; H 0.474; C -1.072; Ge 0.718; C -1.336; C -1.232; C -1.030; Se 0.349; C -1.114; H 0.405; H 0.323; H 0.254; H 0.415; H 0.358; H 0.382; H 0.374